24
Properties=species:S:1:pos:R:3:nbo_charge:R:1 method="wB97M-V/def2-TZVPD" lumo_energy_ev=0.8190 energy_ev=-14089.4669 smiles=Cn1ccc(CO)c1CCO multiplicity=1 gap_ha=0.3312 largest_force_ha_per_bohr=0.108 e_above_lowest_ev=2.8447
O -2.00 0.09 3.13 -0.719
O 0.59 -2.00 -1.67 -0.722
C 0.66 1.12 1.78 -0.320
C 1.71 0.98 0.89 -0.056
C -0.53 0.54 1.20 -0.100
C -0.06 0.05 -0.11 0.091
N 1.28 0.41 -0.25 -0.345
C -1.95 0.48 1.84 -0.064
C 2.17 0.33 -1.50 -0.424
C -0.82 -1.61 -1.70 -0.068
C -1.02 -0.21 -1.30 -0.452
H -1.08 -0.03 3.55 0.480
H 0.90 -1.68 -0.81 0.470
H 0.70 1.69 2.73 0.222
H 2.69 1.34 1.11 0.214
H -2.45 1.45 1.94 0.173
H -2.60 -0.15 1.22 0.162
H 2.95 1.12 -1.71 0.223
H 1.63 0.04 -2.43 0.245
H 2.86 -0.48 -1.26 0.208
H -1.31 -1.81 -2.61 0.186
H -1.41 -2.14 -0.94 0.161
H -2.08 -0.07 -1.08 0.230
H -0.83 0.55 -2.04 0.209